# C30H45ClO2P2V

A molecular structure, C30H45ClO2P2V (ωB97M-V with the def2-TZVPD basis set, OMol25).

XYZ file:
```
81
Properties=species:S:1:pos:R:3
V -0.1249 -0.2197 -1.7764
Cl -0.1616 7.1664 4.4359
P 2.6114 1.2132 -1.6788
P -1.8573 -0.1844 -3.0987
O -1.9681 2.7509 -0.3667
O 0.3042 2.6651 -0.1781
C -0.9018 -0.4429 0.6332
C 1.0617 0.8151 1.7465
C -1.9863 0.1218 1.4676
C 0.5991 4.5091 1.6025
C -1.6640 5.5891 2.8600
C 0.7502 -3.2947 -1.1788
C 1.2288 2.2917 -5.4429
C -0.7001 4.0743 1.2447
C -0.8631 3.0630 0.1404
C -1.0485 1.9454 -4.4396
C -2.2606 -2.4905 -0.1256
C 3.1691 -0.2436 -2.7016
C 0.4658 -0.1603 0.8114
C 1.2219 -1.0751 0.0531
C 0.8531 1.4079 -2.2015
C -1.7010 -1.9935 -3.4159
C -1.8256 4.6523 1.8265
C -0.3620 5.9491 3.2539
C -1.8194 -0.0738 -5.8346
C -1.0316 -1.6097 -0.1941
C 2.6697 -1.2710 0.3161
C 0.7766 5.4132 2.6341
C -0.3040 2.5140 -5.5721
C 3.2811 2.8098 -2.2446
C 1.5140 0.8721 -5.1245
C 0.3164 -1.9785 -0.6234
C 0.6304 -0.1667 -4.9683
C -1.9862 0.8222 -4.5899
C -0.3657 -0.5098 -6.0502
C -3.1799 0.4967 -2.0736
H -0.0540 -4.0325 -1.2649
H -3.0332 1.1890 -4.6576
H 2.4539 -1.0775 -2.6773
H 1.1635 -3.1421 -2.1749
H 4.0897 -0.6368 -2.2510
H -2.3135 1.0594 1.0002
H -1.2184 2.6831 -3.6401
H -2.4685 -0.9566 -5.7905
H 3.2388 -0.4664 -0.1800
H -2.2145 0.4743 -6.7062
H -0.4685 3.6065 -5.6854
H -2.4692 -2.3212 -4.1222
H 2.7763 3.5864 -1.6618
H -2.5307 6.0774 3.3136
H -0.3405 -1.5988 -6.2092
H 0.2084 2.2694 -1.8797
H -2.8172 4.4014 1.4438
H 1.7574 5.7708 2.9366
H 2.6004 0.6850 -5.1804
H -2.7056 -2.4908 0.8888
H 1.8547 0.3962 2.3829
H 0.2670 1.2550 2.3632
H 0.9794 -1.0479 -4.4161
H 2.8762 -1.1898 1.3985
H 1.5370 -3.7750 -0.5813
H 1.4915 1.6218 1.1340
H -3.0514 -2.1244 -0.7916
H -3.9066 0.9962 -2.7337
H 3.1068 2.9601 -3.3105
H -1.6081 0.3767 2.4666
H -2.7222 1.2841 -1.4360
H 1.4658 4.1595 1.0570
H -0.0457 -0.0776 -7.0093
H 4.3432 2.8494 -1.9835
H -1.8527 -2.5764 -2.4954
H -0.6227 2.1080 -6.5464
H 0.5855 1.2205 -3.2514
H -2.0521 -3.5429 -0.3662
H 1.6831 3.0121 -4.7378
H 3.0004 -2.2447 -0.0556
H -3.6321 -0.2381 -1.3977
H -0.7026 -2.2895 -3.7802
H 3.3672 0.0265 -3.7347
H 1.7467 2.5590 -6.3850
H -2.8530 -0.5440 1.5597
```

Energy above the lowest of the compared OMol25 structures with the same formula, charge and spin (kJ/mol): 852.61
HOMO energy (spin up / spin down) (eV): -10.297 / -10.304
Total charge: +1
Expectation value of S²: 2.48
Strongest force on any atom (eV/Å): 3.489
Orbital gap (spin up / spin down) (eV): 5.43 / 6.51
E_tot (hartree): -3406.98114
Spin multiplicity: 3

Atomic partial charges in e from the Löwdin method, atoms 1 to 5:
1 V 0.74
2 Cl 0.69
3 P 0.95
4 P 0.91
5 O -0.04